#1
113
Properties=species:S:1:pos:R:3:lowdin_charge:R:1 method="wB97M-V/def2-TZVPD" charge=+1 homo_ev=-9.7060 homo_lumo_gap_ha=0.259
Zr -1.15 0.74 0.59 1.0426
S 2.75 3.05 1.77 0.5565
C 1.35 2.41 1.23 -1.7264
S 1.28 1.16 0.00 0.4993
S -0.23 2.87 1.81 0.4822
C 4.54 5.44 -1.54 -0.0724
O 4.14 4.13 -1.91 -0.0780
C 3.26 4.00 -2.93 -0.2697
C 2.78 5.05 -3.70 -0.0051
C 1.88 4.78 -4.72 -0.0271
C 1.42 3.49 -4.94 -0.2841
C 1.94 2.43 -4.19 -0.0146
C 2.86 2.69 -3.20 0.0130
N 0.45 3.36 -5.99 0.0796
N -0.55 2.64 -5.90 0.0808
C -0.84 1.93 -4.68 -0.2315
C -0.96 0.57 -4.72 -0.0222
C -1.23 -0.18 -3.55 0.0088
C -1.38 0.46 -2.35 -0.3225
O -1.59 -0.15 -1.17 -0.3347
C -1.34 1.88 -2.31 -0.1661
N -1.49 2.43 -1.07 -0.0558
C -1.55 3.74 -0.99 -0.1378
C -1.44 4.58 -2.11 -0.0050
C -1.19 4.03 -3.34 0.0335
C -1.11 2.63 -3.47 -0.0860
H 5.19 5.32 -0.68 0.0944
H 3.68 6.05 -1.26 0.0968
H 5.09 5.93 -2.35 0.0966
H 3.11 6.06 -3.54 0.1052
H 1.52 5.58 -5.36 0.1179
H 1.65 1.41 -4.38 0.1009
H 3.27 1.88 -2.62 0.1044
H -0.82 0.06 -5.67 0.1181
H -1.32 -1.26 -3.60 0.1060
H -1.66 4.17 0.00 0.0732
H -1.52 5.65 -1.98 0.1167
H -1.08 4.66 -4.22 0.1230
C -4.76 -3.53 0.89 0.0184
C -5.00 -2.07 0.90 -0.3079
N -6.14 -1.48 0.84 0.1459
N -5.85 -0.15 0.85 0.0501
C -4.54 0.11 0.92 -0.7206
S -3.76 1.60 0.94 0.6786
N -3.99 -1.13 0.95 -0.0618
N -2.61 -1.33 1.04 -0.0382
H -5.71 -4.04 1.00 0.0964
H -4.11 -3.83 1.72 0.0925
H -4.30 -3.85 -0.04 0.0799
H -6.59 0.54 0.81 0.1666
H -2.26 -1.88 0.25 0.0293
H -2.39 -1.82 1.91 0.0480
C -1.01 1.46 7.91 -0.1080
C -2.38 1.88 7.39 -0.2535
C -2.67 1.48 5.95 -0.2038
C -1.86 2.20 4.88 -0.2171
N -0.46 1.79 4.85 0.0118
C 0.06 0.86 4.05 -0.7546
S -0.98 -0.18 3.14 0.6109
N 1.38 0.74 3.99 0.0385
C 2.13 -0.28 3.27 -0.2333
C 2.35 -1.54 4.09 -0.1973
C 3.00 -1.30 5.45 -0.2618
C 4.37 -0.63 5.36 -0.1034
H -0.98 1.51 9.00 0.0738
H -0.21 2.11 7.55 0.0572
H -0.77 0.44 7.62 0.0739
H -2.49 2.97 7.49 0.1095
H -3.15 1.45 8.03 0.1064
H -3.73 1.67 5.73 0.1148
H -2.53 0.40 5.82 0.1024
H -1.87 3.28 5.04 0.1331
H -2.28 2.01 3.89 0.0564
H 0.19 2.35 5.38 0.1459
H 1.93 1.44 4.48 0.1467
H 3.07 0.19 2.98 0.1095
H 1.61 -0.51 2.34 0.0089
H 2.97 -2.22 3.50 0.1202
H 1.39 -2.05 4.23 0.1017
H 3.11 -2.26 5.96 0.1081
H 2.33 -0.71 6.08 0.0975
H 5.05 -1.21 4.74 0.0806
H 4.82 -0.52 6.35 0.0739
H 4.31 0.37 4.93 0.0630
C -0.63 -6.11 -1.85 -0.0887
C -1.57 -5.01 -2.32 -0.2235
C -1.44 -3.74 -1.48 -0.2236
N -0.21 -3.05 -1.82 0.0365
C 0.59 -2.40 -0.97 -0.7521
S 0.26 -2.23 0.68 0.6868
N 1.73 -1.83 -1.46 0.1141
C 2.17 -1.66 -2.79 -0.3776
O 2.78 -0.66 -3.08 0.1344
C 1.90 -2.74 -3.78 -0.1797
C 2.08 -4.08 -3.44 -0.0458
C 1.89 -5.06 -4.40 -0.0631
C 1.51 -4.70 -5.69 -0.0575
C 1.34 -3.37 -6.03 -0.0503
C 1.55 -2.38 -5.08 -0.0108
H -0.68 -6.98 -2.51 0.0796
H -0.88 -6.44 -0.84 0.0803
H 0.40 -5.76 -1.84 0.0557
H -2.61 -5.34 -2.28 0.1107
H -1.38 -4.77 -3.37 0.1106
H -1.41 -3.97 -0.42 0.0835
H -2.28 -3.06 -1.66 0.1126
H 0.07 -3.09 -2.79 0.1086
H 2.17 -1.18 -0.81 0.0801
H 2.37 -4.35 -2.43 0.1259
H 2.04 -6.10 -4.15 0.1136
H 1.35 -5.47 -6.44 0.1120
H 1.06 -3.09 -7.03 0.1131
H 1.45 -1.33 -5.33 0.1150

---

#2
113
Properties=species:S:1:pos:R:3:lowdin_charge:R:1 method="wB97M-V/def2-TZVPD" charge=+1 homo_ev=-9.8903 homo_lumo_gap_ha=0.252
Zr 0.29 -0.11 0.20 1.0398
S 1.01 -4.26 -1.74 0.5447
C 0.99 -2.72 -1.21 -1.7491
S 1.83 -2.18 0.22 0.5138
S 0.08 -1.42 -1.98 0.3832
C 6.81 -3.08 7.67 -0.0688
O 6.44 -3.07 6.30 -0.0728
C 6.62 -1.91 5.62 -0.2814
C 7.19 -0.77 6.17 -0.0072
C 7.32 0.37 5.38 -0.0203
C 6.85 0.40 4.08 -0.2809
C 6.32 -0.77 3.52 -0.0270
C 6.22 -1.92 4.28 0.0140
N 7.03 1.64 3.37 0.0895
N 6.19 2.07 2.57 0.0740
C 4.84 1.56 2.51 -0.2274
C 4.03 1.42 3.60 -0.0012
C 2.67 1.05 3.46 0.0280
C 2.14 0.81 2.22 -0.3523
O 0.87 0.38 2.03 -0.3673
C 2.95 1.00 1.08 -0.1814
N 2.39 0.72 -0.15 -0.0920
C 3.15 0.77 -1.22 -0.1527
C 4.50 1.18 -1.17 -0.0113
C 5.06 1.50 0.03 0.0367
C 4.29 1.38 1.21 -0.0929
H 6.56 -4.07 8.04 0.0942
H 6.25 -2.33 8.24 0.0966
H 7.88 -2.91 7.80 0.0972
H 7.56 -0.76 7.18 0.1050
H 7.78 1.27 5.78 0.1191
H 6.03 -0.80 2.48 0.1181
H 5.85 -2.84 3.86 0.1244
H 4.43 1.59 4.59 0.1274
H 2.05 0.91 4.33 0.1277
H 2.68 0.48 -2.14 0.0800
H 5.06 1.23 -2.09 0.1171
H 6.09 1.83 0.10 0.1235
C -0.54 5.56 1.40 0.0111
C -1.45 4.52 0.86 -0.3104
N -2.71 4.67 0.61 0.1517
N -3.09 3.44 0.12 0.0496
C -2.11 2.54 0.07 -0.7390
S -2.18 0.95 -0.47 0.5831
N -1.05 3.23 0.55 -0.0851
N 0.21 2.66 0.68 0.0635
H -1.09 6.49 1.52 0.0948
H 0.30 5.73 0.72 0.0917
H -0.14 5.26 2.37 0.0913
H -4.05 3.28 -0.15 0.1645
H 0.83 3.09 0.00 0.0569
H 0.55 2.80 1.62 0.1180
C -1.58 -5.36 4.63 -0.1095
C -0.63 -4.40 5.35 -0.2523
C -0.46 -3.04 4.68 -0.2018
C 0.37 -3.01 3.40 -0.2112
N -0.27 -3.70 2.28 0.0164
C -1.10 -3.15 1.40 -0.7360
S -1.60 -1.49 1.55 0.6066
N -1.54 -3.91 0.41 0.0278
C -2.48 -3.53 -0.65 -0.2287
C -3.93 -3.81 -0.28 -0.1930
C -4.20 -5.26 0.15 -0.2610
C -3.81 -6.29 -0.91 -0.1047
H -1.87 -6.18 5.28 0.0721
H -1.14 -5.81 3.74 0.0554
H -2.50 -4.85 4.32 0.0744
H 0.35 -4.87 5.46 0.1080
H -1.01 -4.23 6.35 0.1052
H 0.04 -2.37 5.38 0.1141
H -1.44 -2.60 4.47 0.1029
H 1.33 -3.49 3.55 0.1297
H 0.55 -1.98 3.10 0.0653
H 0.06 -4.63 2.06 0.1484
H -1.16 -4.84 0.34 0.1320
H -2.18 -4.08 -1.54 0.1093
H -2.34 -2.47 -0.86 0.0499
H -4.55 -3.56 -1.14 0.1199
H -4.21 -3.14 0.54 0.1046
H -5.26 -5.35 0.37 0.1076
H -3.67 -5.47 1.08 0.0964
H -4.32 -6.09 -1.85 0.0800
H -4.09 -7.30 -0.59 0.0735
H -2.74 -6.30 -1.11 0.0623
C 1.58 0.11 -7.23 -0.0887
C 0.32 -0.48 -6.61 -0.2232
C -0.53 0.56 -5.91 -0.1501
N 0.13 0.99 -4.67 0.0469
C -0.14 2.04 -3.92 -0.7923
S 0.42 2.16 -2.33 0.6699
N -0.97 3.03 -4.44 0.1129
C -0.89 3.75 -5.65 -0.4083
O -1.81 4.48 -5.93 0.1228
C 0.35 3.65 -6.48 -0.1708
C 0.22 3.81 -7.85 -0.0189
C 1.34 3.81 -8.66 -0.0624
C 2.60 3.68 -8.08 -0.0687
C 2.74 3.54 -6.71 -0.0706
C 1.61 3.52 -5.90 -0.0340
H 2.14 -0.65 -7.77 0.0783
H 2.25 0.54 -6.47 0.0676
H 1.33 0.91 -7.93 0.0684
H 0.58 -1.27 -5.89 0.1115
H -0.29 -0.95 -7.37 0.1163
H -1.52 0.17 -5.67 0.1330
H -0.67 1.42 -6.56 0.1026
H 0.68 0.28 -4.19 0.0849
H -1.61 3.44 -3.78 0.1404
H -0.77 3.94 -8.28 0.1266
H 1.24 3.93 -9.73 0.1117
H 3.49 3.70 -8.71 0.1106
H 3.72 3.46 -6.26 0.1098
H 1.72 3.44 -4.83 0.1002

---

Stability verdict: #1, ahead by 95.0 kJ/mol

---

#1
16
Properties=species:S:1:pos:R:3:nbo_charge:R:1 method="wB97M-V/def2-TZVPD" charge=0 homo_ev=-8.1482 homo_lumo_gap_ha=0.307 smiles="CC1=P[C@H](C)C=C1"
C -2.69 -0.27 0.17 -0.6580
C -1.27 -0.19 -0.11 -0.3928
P -0.25 -1.52 -0.21 0.5811
C 1.22 -0.33 -0.49 -0.5289
C 2.43 -0.57 0.41 -0.6204
C 0.67 1.08 -0.39 -0.1344
C -0.63 1.11 -0.09 -0.2475
H -2.98 -1.14 -0.41 0.2290
H -3.38 0.58 -0.17 0.2213
H -2.96 -0.44 1.36 0.2275
H 1.41 -0.40 -1.55 0.2434
H 2.27 -0.02 1.39 0.2194
H 3.24 -0.06 -0.24 0.2113
H 2.75 -1.66 0.66 0.2285
H 1.40 1.82 -0.43 0.2046
H -1.23 2.03 0.11 0.2159

---

#2
16
Properties=species:S:1:pos:R:3:nbo_charge:R:1 method="wB97M-V/def2-TZVPD" charge=0 homo_ev=-8.6444 homo_lumo_gap_ha=0.312 smiles="[H]/P=C(/C=C)CC=C"
H 2.52 0.28 -0.51 -0.0548
P 1.69 0.33 -1.72 0.4066
C 0.38 0.60 -0.72 -0.3415
C -0.90 1.09 -1.29 -0.2257
C -1.86 1.75 -0.67 -0.3703
C 0.49 0.22 0.86 -0.4530
C -0.08 -1.20 0.92 -0.1780
C 0.59 -2.33 1.08 -0.3912
H -0.90 0.78 -2.23 0.1956
H -2.54 2.15 -1.30 0.1975
H -1.76 2.14 0.29 0.1933
H -0.12 0.80 1.40 0.2075
H 1.61 0.36 1.05 0.2274
H -1.17 -1.33 0.85 0.2041
H 0.32 -3.35 1.00 0.2054
H 1.73 -2.29 0.99 0.1770

---

Stability verdict: #1, ahead by 172.3 kJ/mol